(1)
Below is a gas-phase ion, C7H13ClOP (charge +1) in a non-equilibrium geometry, with properties calculated with ωB97M-V/def2-TZVPD.

Computed properties:
* charge: +1
* DFT total energy: -31321.4085 eV
* relative energy (zero: lowest compared OMol25 entry of this formula, charge and spin): 0.0 kJ/mol
* gap between HOMO and LUMO: 10.51 eV

Each line ends with the Löwdin charge.
Positions of all 23 atoms, in Å:
C 1.11118 1.10859 0.69241  -0.1296
C 0.25645 1.58908 -0.26135  -0.6568
C -0.80093 0.67880 -0.79350  -0.5847
C -2.24347 1.29596 -0.77519  0.0266
C -0.45433 0.10037 -2.12015  -0.0264
C 0.34295 -1.09271 2.68111  -0.1118
C 1.66736 -1.85571 0.09970  -0.1441
O -0.78924 -0.46300 0.17718  -0.2179
P 0.61036 -0.56759 0.94366  0.8756
Cl 0.31914 3.22918 -0.77985  0.8082
H 1.60622 1.78461 1.33153  0.0853
H -2.45607 1.38000 -1.86804  0.1058
H -2.07847 2.25460 -0.19781  0.0872
H -2.79699 0.51663 -0.20394  0.1082
H -1.07119 -0.79647 -2.36043  0.1249
H 0.69891 -0.07954 -2.11783  0.1242
H -0.56490 0.67543 -3.00471  0.0826
H -0.04730 -2.02452 2.65664  0.0174
H -0.18484 -0.26703 3.18695  0.0791
H 1.38981 -0.99562 3.18612  0.1172
H 0.96960 -2.46172 -0.51311  0.0614
H 2.20218 -2.44975 0.87406  0.0630
H 2.31356 -1.55958 -0.83345  0.1046

=====

(2)
Below is a single C7H13FIN4O4PS molecule in a non-equilibrium geometry, with properties calculated with ωB97M-V/def2-TZVPD.

Computed properties:
* DFT total energy: -52559.4086 eV
* gap between HOMO and LUMO: 6.84 eV

Each line ends with the Löwdin charge.
Positions of all 32 atoms, in Å:
C -0.54802 -0.21594 -4.09082  -0.1153
C -0.91997 0.14668 -2.58453  -0.2391
C 0.11431 -0.51691 -1.55899  -0.0868
C -0.20670 -0.06572 -0.07479  -0.4653
N -1.67771 -0.21566 0.11697  0.1076
O 0.03555 1.34235 0.02881  -0.0703
C 1.26089 1.62422 0.61793  -0.8440
F 2.32868 1.34586 -0.21934  0.0188
I 1.29642 3.81522 0.84562  0.9282
N 1.43126 1.07937 1.98005  0.1554
C 0.75284 -0.14744 2.13697  -0.2965
N 0.36283 -0.65661 3.31362  -0.4844
S -0.48338 -2.19474 3.30629  0.8403
P 0.67241 0.18899 4.81783  0.6848
O 2.08344 0.63949 4.99717  -0.4025
N 0.41797 -0.88598 0.97685  0.0589
C 1.53549 -1.75089 0.50149  -0.6869
O 1.27144 -2.88411 0.07062  -0.0075
O 2.77515 -1.38907 0.57207  -0.0367
H 0.47492 0.13323 -4.38037  0.0748
H -0.74362 -1.29461 -4.32901  0.0773
H -1.27557 0.37026 -4.72994  0.0723
H -1.95979 -0.27195 -2.44239  0.1001
H -0.93663 1.25431 -2.41749  0.1089
H 0.04358 -1.61831 -1.73960  0.1313
H 1.11157 -0.07366 -1.82817  0.1311
H -2.15605 0.63832 -0.17178  0.0878
H -2.00881 -1.03620 -0.38629  0.0902
H 1.12265 1.78961 2.65362  0.0668
H 0.57630 -3.07769 3.44763  -0.0671
H -0.22686 1.30797 4.91805  0.0350
H 0.32390 -0.67203 5.90992  0.0327